Record 1
# C3H12N2O3

A 3-piece molecular cluster, C3H12N2O3 overall at a distorted geometry (ωB97M-V/def2-TZVPD, the OMol25 dataset).

Atoms and positions in Å:
N (0.54, 0.99, 0.50)
C (0.33, 0.10, -0.68)
C (-0.71, 0.67, -1.62)
C (0.05, -1.32, -0.25)
N (-1.20, -1.59, 0.21)
O (0.91, -2.19, -0.28)
H (1.26, 1.67, 0.30)
H (0.90, 0.42, 1.26)
H (1.22, 0.03, -1.32)
H (-1.71, 0.61, -1.18)
H (-0.93, 0.16, -2.60)
H (-0.51, 1.70, -1.90)
H (-1.48, -2.42, 0.70)
H (-1.81, -0.79, 0.29)
H (-1.20, 1.55, 0.77)
H (-2.01, 1.90, 1.96)
O (-2.09, 1.35, 1.17)
H (3.11, -0.83, 0.20)
H (2.35, -1.36, 1.32)
O (2.98, -0.65, 1.14)

strongest force on any atom = 2.23 eV/A
energy relative to the best compared isomer or geometry (same formula, charge and spin) = 10.4 kcal per mole
HOMO level = -9.94 eV
electronic energy = -456.75362 a.u.
HOMO-LUMO gap = 10.68 eV
LUMO level = 0.73 eV

Record 2
# C3H12N2O3PSi

C3H12N2O3PSi as an isolated structure at a distorted geometry (ωB97M-V/def2-TZVPD, the OMol25 dataset).

Atoms and positions in Å:
C (1.06, 1.86, 0.81)
C (2.00, -1.33, 1.01)
C (1.03, 0.16, -1.76)
N (-4.65, -0.55, 0.25)
N (-3.29, -0.92, 0.57)
O (-2.13, 1.51, 0.61)
O (-2.31, 0.21, -1.59)
O (-0.78, -0.64, 0.41)
Si (0.74, -0.06, 0.14)
P (-2.15, 0.24, -0.07)
H (0.13, 2.29, 0.45)
H (1.23, 1.67, 1.94)
H (2.02, 2.15, 0.32)
H (1.93, -2.29, 0.62)
H (2.92, -1.08, 0.66)
H (1.89, -1.24, 2.04)
H (0.90, -0.82, -2.38)
H (0.28, 0.76, -2.16)
H (1.92, 0.57, -2.03)
H (-5.09, 0.16, 0.87)
H (-4.55, -0.28, -0.74)
H (-2.97, -1.82, 0.26)

strongest force on any atom = 4.81 eV/A
energy relative to the best compared isomer or geometry (same formula, charge and spin) = 0.0 kcal per mole
net charge = -1
HOMO level = -4.81 eV
electronic energy = -1087.76186 a.u.
HOMO-LUMO gap = 8.34 eV
LUMO level = 3.53 eV

Record 3
# C3H12N2OS

A 2-piece molecular cluster, C3H12N2OS overall at a distorted geometry (ωB97M-V/def2-TZVPD, the OMol25 dataset).

Atoms and positions in Å:
N (-0.59, 0.51, -1.35)
C (-0.79, 0.12, 0.06)
C (-2.22, -0.30, 0.29)
S (-3.43, 1.03, -0.19)
C (0.16, -1.04, 0.37)
N (1.55, -0.55, 0.47)
H (-1.18, 1.30, -1.54)
H (0.34, 0.93, -1.41)
H (-0.48, 0.94, 0.73)
H (-2.55, -1.19, -0.21)
H (-2.40, -0.46, 1.34)
H (-3.69, 1.40, 1.07)
H (0.13, -1.77, -0.45)
H (-0.20, -1.46, 1.32)
H (1.54, 0.29, 1.05)
H (2.08, -1.23, 1.01)
H (3.64, 0.38, -0.12)
H (3.85, 0.78, -1.58)
O (4.26, 0.30, -0.86)

strongest force on any atom = 1.68 eV/A
energy relative to the best compared isomer or geometry (same formula, charge and spin) = 10.2 kcal per mole
HOMO level = -9.37 eV
electronic energy = -704.42205 a.u.
HOMO-LUMO gap = 10.04 eV
LUMO level = 0.67 eV

Record 4
# C3H12N2OS

A 2-piece molecular cluster, C3H12N2OS overall at a distorted geometry (ωB97M-V/def2-TZVPD, the OMol25 dataset).

Atoms and positions in Å:
N (1.24, -0.25, -1.61)
C (-0.02, -0.65, -0.99)
C (-0.38, -2.05, -1.46)
S (-1.63, -2.27, -2.83)
C (0.07, -0.61, 0.54)
N (0.36, 0.76, 0.99)
H (1.99, -0.81, -1.24)
H (1.48, 0.68, -1.27)
H (-0.84, 0.01, -1.26)
H (0.47, -2.58, -1.88)
H (-0.78, -2.66, -0.65)
H (-1.47, -1.11, -3.48)
H (0.67, -1.42, 0.98)
H (-0.86, -1.05, 0.95)
H (-0.55, 1.16, 1.10)
H (0.71, 0.71, 1.94)
H (-0.30, 4.49, 2.78)
H (-0.38, 3.62, 4.00)
O (0.25, 4.02, 3.39)

strongest force on any atom = 1.77 eV/A
energy relative to the best compared isomer or geometry (same formula, charge and spin) = 18.3 kcal per mole
HOMO level = -8.84 eV
electronic energy = -704.40907 a.u.
HOMO-LUMO gap = 9.43 eV
LUMO level = 0.59 eV